[1]
The following is a quantum chemistry calculation of C72H152F8MnN12O24S8 as an isolated structure at a distorted geometry, from the OMol25 dataset.

- Orbital gap (spin up / spin down): 6.7 / 6.6 eV
- HOMO (spin up / spin down): -3.908 / -3.908 eV
- Total charge: -2
- Expectation value of S²: 8.755
- Spin multiplicity: 6
- M: 2033.53 g/mol

Positions of all 277 atoms, in Å:
Mn (-39.10963, 14.15467, 8.26258)
N (-40.31746, 15.11730, 7.00329)
S (-41.68803, 14.85424, 6.34384)
O (-41.93354, 14.87602, 4.90401)
O (-42.80701, 15.16105, 7.25061)
F (-41.58308, 13.22934, 6.49874)
S (-40.36482, 16.78491, 6.50940)
O (-41.44200, 17.57797, 6.98854)
O (-39.60553, 17.14335, 5.28800)
F (-39.17799, 17.21759, 7.51775)
N (-36.60044, 16.69842, 5.63088)
S (-36.53830, 15.07678, 6.03961)
O (-37.30648, 14.79418, 7.27027)
O (-35.33603, 14.29299, 5.79527)
F (-37.42266, 14.44484, 4.92478)
S (-35.68104, 17.00566, 6.79389)
O (-34.22607, 16.72028, 6.68696)
O (-36.37827, 17.26526, 8.08986)
F (-35.60040, 18.52077, 6.25257)
N (-39.44878, 14.67893, 10.17132)
S (-41.04497, 14.59897, 10.80726)
O (-41.91088, 15.79058, 10.78571)
O (-41.25172, 13.67251, 11.93311)
F (-41.54271, 13.71262, 9.51733)
S (-38.97995, 15.50851, 11.40616)
O (-38.59037, 14.78271, 12.60796)
O (-39.30289, 16.90479, 11.44083)
F (-37.52128, 15.63882, 10.77371)
N (-38.42227, 12.36253, 8.24333)
S (-38.76869, 11.03451, 7.22683)
O (-40.21883, 10.79617, 7.05877)
O (-37.89117, 9.85271, 6.96989)
F (-38.52508, 12.00794, 5.94810)
S (-37.29507, 11.63463, 9.03052)
O (-35.97276, 11.73369, 8.37697)
O (-37.70338, 10.49119, 9.87213)
F (-37.15380, 12.75408, 10.22954)
C (-31.03734, 8.42413, 13.40956)
C (-31.98820, 7.25753, 12.84803)
C (-32.92945, 6.83378, 14.01921)
C (-34.06972, 5.78943, 13.46685)
C (-34.85646, 6.50038, 12.33158)
C (-33.89997, 7.04604, 11.14680)
N (-32.83004, 7.80108, 11.78095)
O (-32.12401, 8.48407, 10.89408)
C (-33.35852, 5.98711, 10.18928)
C (-34.81831, 8.07514, 10.40707)
C (-31.07864, 6.09028, 12.45190)
H (-30.11719, 8.67606, 12.88235)
H (-30.86281, 8.45832, 14.48495)
H (-31.66704, 9.30870, 13.50514)
H (-32.48950, 6.28474, 14.85173)
H (-33.45298, 7.65950, 14.50110)
H (-34.68336, 5.44319, 14.29852)
H (-33.68386, 4.83324, 13.11341)
H (-35.29721, 7.40421, 12.75219)
H (-35.50430, 5.76693, 11.85150)
H (-33.98553, 5.72893, 9.33589)
H (-32.49145, 6.49609, 9.76829)
H (-32.94007, 5.01304, 10.44268)
H (-35.87631, 7.84422, 10.28295)
H (-34.88823, 9.07383, 10.83814)
H (-34.25712, 8.16041, 9.47653)
H (-30.51072, 6.35604, 11.56031)
H (-31.72757, 5.27620, 12.12900)
H (-30.32488, 5.70743, 13.13992)
H (-32.25169, 9.34166, 11.30622)
C (-34.81053, 8.67894, 6.23889)
C (-33.70508, 9.07606, 5.23829)
C (-33.75041, 7.94145, 4.16692)
C (-34.79910, 8.23390, 3.14363)
C (-34.52886, 9.61354, 2.48610)
C (-34.70269, 10.81033, 3.49529)
N (-33.93163, 10.48233, 4.78398)
O (-33.85535, 11.48207, 5.69836)
C (-34.11372, 12.15176, 2.89704)
C (-36.26836, 11.10918, 3.60783)
C (-32.35676, 9.07221, 6.01255)
H (-35.77877, 8.87233, 5.77712)
H (-34.83790, 9.28425, 7.14495)
H (-34.67003, 7.66218, 6.60569)
H (-32.79547, 7.84913, 3.64955)
H (-33.88584, 6.89624, 4.44495)
H (-35.83648, 8.07534, 3.43824)
H (-34.71824, 7.48370, 2.35702)
H (-35.13296, 9.64708, 1.57944)
H (-33.53496, 9.66719, 2.04183)
H (-34.41007, 12.32546, 1.86258)
H (-34.38778, 12.95099, 3.58567)
H (-33.02800, 12.21125, 2.82107)
H (-36.67778, 10.20872, 4.06571)
H (-36.66916, 11.93092, 4.20129)
H (-36.56818, 11.25822, 2.57053)
H (-31.90683, 8.08816, 6.14413)
H (-32.38624, 9.63446, 6.94587)
H (-31.58683, 9.65354, 5.50525)
H (-34.78704, 11.64383, 5.86388)
C (-42.79337, 6.57698, 2.84832)
C (-41.72975, 7.59066, 2.31335)
C (-42.09229, 7.85173, 0.90940)
C (-41.52897, 9.22576, 0.40517)
C (-41.93022, 10.38025, 1.26771)
C (-41.61116, 10.22914, 2.74682)
N (-41.87040, 8.75886, 3.27431)
O (-41.42248, 8.54061, 4.58743)
C (-40.05666, 10.57599, 2.93685)
C (-42.51312, 11.08542, 3.48094)
C (-40.32507, 7.02344, 2.47602)
H (-42.42509, 5.89526, 3.61495)
H (-43.18999, 5.94488, 2.05382)
H (-43.66988, 7.05584, 3.28482)
H (-41.62671, 7.13402, 0.23396)
H (-43.16125, 7.94740, 0.71891)
H (-41.73702, 9.46709, -0.63721)
H (-40.44234, 9.25725, 0.32537)
H (-42.98933, 10.58787, 1.11510)
H (-41.39585, 11.29248, 1.00241)
H (-39.84108, 10.65629, 4.00229)
H (-39.58448, 9.64436, 2.62507)
H (-39.53863, 11.34326, 2.36148)
H (-42.11123, 11.13833, 4.49277)
H (-42.42110, 12.10622, 3.11000)
H (-43.52628, 10.70582, 3.61319)
H (-40.07276, 6.03591, 2.08973)
H (-39.88636, 7.14071, 3.46692)
H (-39.68518, 7.72254, 1.93757)
H (-42.26332, 8.53765, 5.05065)
C (-37.03063, 5.10370, 9.06916)
C (-36.68322, 3.78519, 8.18076)
C (-37.91687, 2.84552, 8.17637)
C (-39.07312, 3.41213, 7.35195)
C (-38.64697, 3.86284, 5.90800)
C (-37.35268, 4.73926, 5.89950)
N (-36.29757, 4.20370, 6.79797)
O (-35.07471, 5.04284, 6.75164)
C (-36.81129, 4.51016, 4.54381)
C (-37.78415, 6.18956, 6.26686)
C (-35.48536, 2.95515, 8.79725)
H (-37.81869, 5.68849, 8.59473)
H (-36.16349, 5.76058, 9.13737)
H (-37.37113, 4.82644, 10.06680)
H (-37.66109, 1.91369, 7.67200)
H (-38.19777, 2.63724, 9.20876)
H (-39.51594, 4.33078, 7.73677)
H (-39.81996, 2.61828, 7.34010)
H (-39.38743, 4.40933, 5.32391)
H (-38.50247, 2.90131, 5.41539)
H (-35.98468, 5.21019, 4.42226)
H (-36.36990, 3.52394, 4.40016)
H (-37.51920, 4.60161, 3.72004)
H (-38.80391, 6.55385, 6.39126)
H (-37.16422, 6.67490, 7.02068)
H (-37.43679, 6.74536, 5.39593)
H (-34.95650, 2.47632, 7.97315)
H (-35.81042, 2.18310, 9.49465)
H (-34.74917, 3.56839, 9.31692)
H (-34.70008, 4.76624, 5.91215)
C (-41.48024, 7.60284, 7.54094)
C (-41.83895, 7.26294, 8.98301)
C (-40.62764, 6.51146, 9.60443)
C (-40.63949, 6.34804, 11.07095)
C (-40.75583, 7.75441, 11.68916)
C (-41.98106, 8.60623, 11.16932)
N (-42.11517, 8.56517, 9.74601)
O (-43.18984, 9.26730, 9.24896)
C (-43.28074, 8.04162, 11.85802)
C (-41.73949, 10.02839, 11.45492)
C (-43.20857, 6.43501, 8.77645)
H (-42.17219, 8.25035, 7.00237)
H (-41.47918, 6.72698, 6.89213)
H (-40.61875, 8.26949, 7.50220)
H (-40.59030, 5.47860, 9.25815)
H (-39.67988, 6.99873, 9.37552)
H (-39.65636, 5.91058, 11.24468)
H (-41.43316, 5.65848, 11.35851)
H (-39.88793, 8.41295, 11.65494)
H (-41.01460, 7.62738, 12.74035)
H (-44.26285, 8.47101, 11.66007)
H (-43.45293, 6.98541, 11.65094)
H (-43.25151, 8.25681, 12.92617)
H (-42.46110, 10.69105, 10.97717)
H (-41.46862, 10.36644, 12.45515)
H (-40.84436, 10.35800, 10.92749)
H (-43.12238, 5.35779, 8.63406)
H (-43.77242, 6.68149, 7.87677)
H (-44.06281, 6.61693, 9.42858)
H (-42.92808, 10.18584, 9.15213)
C (-31.58256, 14.27375, 11.31352)
C (-32.26017, 15.11928, 10.19577)
C (-32.57676, 16.52389, 10.84138)
C (-31.43647, 17.51344, 10.80774)
C (-30.88811, 17.64976, 9.32664)
C (-30.29763, 16.26952, 8.87894)
N (-31.43570, 15.23176, 8.99129)
O (-31.12445, 14.01574, 8.27272)
C (-29.99962, 16.48287, 7.41190)
C (-28.99336, 15.80120, 9.55990)
C (-33.64933, 14.53399, 10.03053)
H (-32.32580, 13.89809, 12.01678)
H (-30.76014, 14.71678, 11.87518)
H (-31.20491, 13.30929, 10.97400)
H (-33.56373, 16.83471, 10.49876)
H (-32.78894, 16.27064, 11.88011)
H (-30.74018, 17.25182, 11.60450)
H (-31.99649, 18.42110, 11.03273)
H (-30.11910, 18.42155, 9.35970)
H (-31.70894, 17.95845, 8.67930)
H (-29.10208, 15.92944, 7.13579)
H (-30.85604, 16.45850, 6.73807)
H (-29.63402, 17.50805, 7.35314)
H (-28.26521, 16.51362, 9.17214)
H (-29.04024, 15.88550, 10.64563)
H (-28.76683, 14.76698, 9.30076)
H (-33.69360, 13.48081, 9.75311)
H (-34.08824, 15.01591, 9.15691)
H (-34.42489, 14.71941, 10.77365)
H (-30.49428, 13.62523, 8.88263)
C (-45.56231, 16.86964, 6.26314)
C (-46.10415, 15.33939, 6.06495)
C (-45.69282, 14.93425, 4.60522)
C (-45.80797, 13.47889, 4.19182)
C (-45.08857, 12.55364, 5.28953)
C (-45.63755, 12.84825, 6.66605)
N (-45.50666, 14.41427, 6.95779)
O (-45.78084, 14.68432, 8.26956)
C (-46.93090, 12.04350, 6.76969)
C (-44.64329, 12.19504, 7.63010)
C (-47.67340, 15.30386, 6.18570)
H (-45.95475, 17.19652, 7.22608)
H (-46.00894, 17.55268, 5.54059)
H (-44.48401, 16.89629, 6.10619)
H (-46.24852, 15.60444, 3.94939)
H (-44.67781, 15.20613, 4.31552)
H (-45.30298, 13.54252, 3.22795)
H (-46.83436, 13.12859, 4.08260)
H (-44.00272, 12.61631, 5.36077)
H (-45.32072, 11.49248, 5.19927)
H (-47.46057, 12.17410, 7.71336)
H (-47.64928, 12.22314, 5.96984)
H (-46.70642, 10.97741, 6.73539)
H (-44.11325, 11.37221, 7.15041)
H (-43.84825, 12.87935, 7.92629)
H (-45.11347, 11.71215, 8.48676)
H (-47.96919, 15.65216, 7.17529)
H (-47.99692, 14.26306, 6.17299)
H (-48.20648, 15.93091, 5.47103)
H (-46.70775, 14.44660, 8.34664)
C (-33.69775, 12.35933, 14.51492)
C (-34.97287, 11.84397, 13.71318)
C (-35.25154, 10.39911, 14.07866)
C (-35.65109, 10.28528, 15.54595)
C (-37.13080, 10.83390, 15.73846)
C (-37.09075, 12.39829, 15.38327)
N (-36.20360, 12.63558, 14.12490)
O (-36.19234, 13.91560, 13.61492)
C (-38.55067, 12.86241, 15.17713)
C (-36.52599, 13.03555, 16.71313)
C (-34.65671, 11.83721, 12.25505)
H (-33.55078, 13.40339, 14.23848)
H (-32.80811, 11.76951, 14.29411)
H (-33.75788, 12.55004, 15.58642)
H (-36.12843, 10.07729, 13.51690)
H (-34.42949, 9.74363, 13.79110)
H (-34.89385, 10.80551, 16.13253)
H (-35.38830, 9.27213, 15.85020)
H (-37.36029, 10.59706, 16.77737)
H (-37.77589, 10.30406, 15.03758)
H (-39.32679, 12.26989, 15.66155)
H (-38.61940, 13.93451, 15.36147)
H (-38.73475, 12.79673, 14.10480)
H (-37.14117, 13.04949, 17.61283)
H (-35.56649, 12.56703, 16.93207)
H (-36.41116, 14.11024, 16.57178)
H (-35.49250, 11.59149, 11.59993)
H (-34.09277, 10.95405, 11.95489)
H (-34.15246, 12.67431, 11.77223)
H (-37.08277, 13.87263, 13.25869)

---

[2]
The following is a quantum chemistry calculation of C10H22O9SV as an isolated structure at a distorted geometry, from the OMol25 dataset.

- Orbital gap (spin up / spin down): 3.4 / 3.4 eV
- HOMO (spin up / spin down): 0.636 / 0.598 eV
- Total charge: -2
- Expectation value of S²: 0.770
- Spin multiplicity: 2
- M: 369.29 g/mol

Positions of all 43 atoms, in Å:
O (-6.34125, 17.38299, 13.41164)
V (-7.33020, 17.22882, 14.62701)
C (-4.85862, 19.46044, 15.00235)
C (-4.82621, 18.62813, 16.34874)
C (-5.11377, 19.54131, 17.51121)
O (-5.69435, 17.45547, 16.20549)
H (-4.27437, 20.37892, 15.05858)
H (-5.84128, 19.84120, 14.72395)
H (-4.47402, 19.01064, 14.08699)
H (-3.81919, 18.21408, 16.39949)
H (-6.13874, 19.90201, 17.42499)
H (-4.45399, 20.40737, 17.56337)
H (-4.72217, 18.96377, 18.34859)
C (-8.69427, 21.39088, 13.61632)
C (-9.22934, 20.32636, 14.61413)
C (-10.70400, 20.11518, 14.12897)
O (-8.49522, 19.12730, 14.85686)
H (-8.05754, 22.10285, 14.14146)
H (-9.50859, 21.94898, 13.15426)
H (-7.96699, 21.07267, 12.86938)
H (-9.28663, 20.90655, 15.53511)
H (-10.77622, 19.99571, 13.04795)
H (-11.45130, 20.87367, 14.36206)
H (-11.12700, 19.21266, 14.57011)
C (-7.73580, 14.65105, 15.59314)
O (-6.88669, 14.26603, 16.39091)
O (-7.40150, 14.91144, 14.45271)
O (-8.23352, 15.71733, 16.10628)
O (-10.96844, 17.00807, 11.30273)
S (-9.51972, 16.64815, 11.59532)
O (-8.99713, 16.83276, 12.97484)
O (-9.24087, 15.09940, 11.09649)
C (-9.60546, 14.73297, 9.73086)
C (-10.36123, 13.31806, 9.81422)
C (-8.35038, 17.69772, 10.57706)
H (-8.68351, 14.74144, 9.14945)
H (-10.16923, 15.47623, 9.16709)
H (-10.23925, 12.72848, 10.72285)
H (-10.05171, 12.68180, 8.98508)
H (-11.40836, 13.44674, 9.54024)
H (-7.34316, 17.28112, 10.58538)
H (-8.30713, 18.70568, 10.98967)
H (-8.67252, 18.15306, 9.64059)